Record 1
Formula: C4H7FN2O4
Source: the OMol25 dataset
Level of theory: ωB97M-V/def2-TZVPD

XYZ file:
```
18
C4H7FN2O4 (ωB97M-V/def2-TZVPD)
H 0.9882 1.2189 0.5096
C 0.0189 -0.5874 -0.3562
H -1.6857 0.9744 -2.7907
F -0.9518 -1.5631 -0.0056
H -0.5002 -0.7083 2.3971
O -1.0657 1.2411 0.5766
O 0.5172 -0.1379 -2.7731
C 0.1530 0.5831 0.7531
N 1.3303 -1.2350 -0.5142
O 2.2826 -0.4632 -0.5903
H -1.9020 0.7886 -1.0581
C -0.2690 0.0462 -1.8618
H -1.1856 1.8615 1.2526
H 1.3176 -0.8087 2.1519
O 1.3769 -2.4351 -0.5033
C 0.3990 -0.1448 2.0858
N -1.4002 0.6242 -1.9823
H 0.5765 0.7455 2.7088
```

Summary:
Molecular weight (g/mol): 166.108
Energy above the lowest of the compared OMol25 structures with the same formula, charge and spin (eV): 0.129
Charge: 0
SMILES: C[C@H](O)[C@@](F)(C(N)=O)[N+](=O)[O-]

***

Record 2
Formula: C27H29As2IrN2O12S
Source: the OMol25 dataset
Level of theory: ωB97M-V/def2-TZVPD

XYZ file:
```
74
C27H29As2IrN2O12S (ωB97M-V/def2-TZVPD)
H -2.2250 -0.1920 4.2485
H 3.5832 -1.2132 1.4652
O -2.9298 5.2816 -1.0762
H -2.6428 -3.4762 0.0540
C -0.4928 3.7432 2.5936
C 1.8592 -1.6618 -1.3197
O -0.0021 -5.1324 -0.9054
H -2.3919 -5.1672 0.6045
C -2.0166 4.3802 -0.6749
C 0.0095 -3.8260 -1.2157
C -0.2757 -6.0129 -1.9945
H 3.9750 -1.7555 -2.8779
O 1.1296 2.0742 2.1824
H -2.3984 1.4882 -5.5041
C -0.3291 1.9072 -5.0364
C -1.5836 0.5116 3.7156
H -0.5777 3.2535 -6.6834
H 2.5441 -2.2862 -3.7917
H 0.5381 -5.9792 -2.7189
H -0.3553 -7.0043 -1.5592
C 1.0895 -1.9490 -0.0946
C -1.9191 5.6310 2.8764
H 0.9349 1.2904 -1.9403
O 2.5363 -1.5430 3.8190
O 2.5171 -2.7397 -1.7712
H 3.4637 0.1708 0.3260
H -0.5490 0.3745 4.0270
O -0.2227 -3.4020 -2.3202
H -1.2047 -5.7316 -2.4890
As -0.6156 -3.6973 1.6465
C 0.5096 -1.4484 2.6763
C 0.6031 2.8046 3.0932
C -0.7989 -1.8975 2.3349
C -1.7313 4.4778 0.7944
O 0.9167 -2.9939 4.4161
O -2.6803 -1.2440 1.0312
H 3.7181 -3.4975 -3.1982
H -0.1471 1.6140 -7.1451
H 3.3757 0.4515 2.0896
C -2.2881 5.5041 1.5446
H 1.0798 2.6837 -6.4581
N -0.8718 3.5819 1.3300
H 4.2616 -1.5385 4.8534
C -1.6247 1.4698 -4.7488
C -1.9318 1.0062 -3.4956
H -0.6340 4.8201 4.4188
H -2.3374 6.4219 3.4838
C -1.7932 -1.0076 1.8327
N -1.0051 0.9604 -2.5222
C 0.6003 1.8519 -4.0072
O -1.4744 3.6260 -1.4404
H 1.6210 2.1719 -4.1605
H -2.9133 0.6519 -3.2178
H 2.8147 -1.8627 5.8489
H 3.4530 -3.1347 4.7931
As 1.2275 -0.4757 1.2246
O -1.7525 0.3296 2.3052
H -1.9034 1.5291 3.9309
C -2.3831 -4.1165 0.8915
C 3.2345 -2.5473 -2.9893
C -0.9933 4.7564 3.4023
O 0.9205 2.8562 4.2654
H -3.1138 -3.9559 1.6838
C 0.0328 2.3942 -6.4047
S -1.4982 0.2735 -0.9654
C 3.1392 -0.2365 1.2821
H -2.9812 6.1910 1.0858
C 3.3083 -2.0592 4.8967
C 0.2647 -2.9973 -0.0090
C 0.2410 1.3747 -2.7647
H -3.0387 5.1726 -2.0318
C 1.2970 -2.0931 3.6954
Ir -0.1556 1.3554 0.5827
O 1.9839 -0.5607 -1.8143
```

Summary:
Molecular weight (g/mol): 947.659
Energy above the lowest of the compared OMol25 structures with the same formula, charge and spin (eV): 2.028
Charge: 0

***

Record 3
Formula: C20H25F5Si
Source: the OMol25 dataset
Level of theory: ωB97M-V/def2-TZVPD

XYZ file:
```
51
C20H25F5Si (ωB97M-V/def2-TZVPD)
H 3.2279 0.6997 2.8971
H 1.4017 3.3711 3.4849
C 2.6955 0.0411 -2.3128
C 4.6937 -1.2073 -2.6589
H 1.6747 1.3277 4.3444
H 0.5705 -1.1895 0.3916
F 5.3098 -2.3949 -2.8271
H 2.9435 2.1671 -2.1771
H -2.3618 -0.1301 0.6346
C -2.3303 0.3621 2.7304
H 0.1808 1.1330 0.2970
C -1.7929 -0.4202 1.5204
F -5.4359 2.2741 2.6504
C -4.4694 1.5679 3.2045
C -3.1881 -0.5181 -2.5129
H -2.0022 -0.1072 3.6631
H 6.5249 -0.1179 -2.7930
H -0.2449 3.0747 3.0162
H -0.0360 1.0932 4.2575
H 1.6231 0.0779 -2.1698
H -0.5769 -2.6249 -2.9832
C -3.8276 0.5315 2.6581
C -2.5392 -2.8668 -3.8528
F -0.9967 -0.4465 -1.6620
C 3.4375 1.2144 -2.3140
C -4.1370 -1.1590 -3.2959
H -4.5599 -2.8303 -4.5704
H 2.7078 0.4373 1.2225
C -1.9261 -1.0678 -2.4223
H -2.2878 -3.7831 -4.3694
C -1.5797 -2.2304 -3.0790
C 1.1244 0.0969 2.6998
C -3.8155 -2.3326 -3.9638
C 0.8396 1.2893 3.6381
H 5.3932 2.0779 -2.4949
C 0.7636 2.6666 2.9488
H -3.4186 0.3940 -1.9784
H 2.7653 -2.1090 -2.4980
C 5.4532 -0.0548 -2.6608
H 0.9427 -0.8061 3.2940
C 4.8137 1.1645 -2.4903
H 1.1211 2.6500 1.9218
H 2.9952 -0.9381 2.3043
F -4.1493 2.0337 4.3999
H -1.9416 -1.4906 1.6628
C 3.3242 -1.1828 -2.4901
H -1.8982 1.3638 2.7458
C 2.6079 0.0782 2.2497
H -5.1300 -0.7396 -3.3835
Si 0.0260 -0.0520 1.1748
F -4.5157 -0.3882 1.9474
```

Summary:
Molecular weight (g/mol): 388.496
Charge: 0
E (Ha): -1565.83149
SMILES: CC[C@H](C)[SiH2]CCC(F)=C(F)F.Fc1ccccc1.Fc1ccccc1

***

Record 4
Formula: C2H10N2O
Source: the OMol25 dataset
Level of theory: ωB97M-V/def2-TZVPD

XYZ file:
```
15
C2H10N2O (ωB97M-V/def2-TZVPD)
N -2.4667 -0.7312 -0.2510
H 4.1289 -0.2890 -1.1735
H -1.2831 1.2857 1.4241
C -0.2788 1.0749 1.0500
H -0.6639 -1.4518 0.4728
H 0.1058 2.0967 0.9374
C -0.9966 -0.7819 -0.3310
H 0.2902 0.5003 1.7835
H -2.8662 -0.9928 -1.1498
N -0.3620 0.5219 -0.2955
O 3.9236 -0.6652 -0.3277
H 3.3560 0.0394 -0.0128
H -0.7076 -1.2759 -1.2638
H -2.7369 0.2407 -0.1544
H 0.5573 0.4282 -0.7082
```

Summary:
Molecular weight (g/mol): 78.115
Energy above the lowest of the compared OMol25 structures with the same formula, charge and spin (eV): 0.744
Charge: 0
SMILES: CNCN.O

***

Record 5
Formula: H27O14
Source: the OMol25 dataset
Level of theory: ωB97M-V/def2-TZVPD

XYZ file:
```
41
H27O14 (ωB97M-V/def2-TZVPD)
H 1.1241 -0.2802 2.7661
H -0.1579 -2.9575 -3.4461
H 3.0521 2.8569 -0.4262
O 0.3202 0.3804 2.9090
H 1.9171 -2.2906 -0.0136
O 1.9882 -2.9517 -0.6893
H -0.6151 -4.1707 -2.6813
H -3.3584 -1.4450 -1.4541
H -2.9596 0.0887 1.6161
H -1.9390 -1.3346 -0.8075
H 2.3023 -1.3232 3.4315
O 2.2277 1.2078 -3.0780
H -1.6649 1.7442 4.2231
O -5.0688 0.0945 -1.3255
H -5.3039 0.8259 -0.7723
H -2.3474 0.9410 2.9961
H 2.0706 2.8999 1.0371
H -0.6673 -0.5220 -3.1722
H 3.0887 -1.4879 1.3337
H -4.0257 0.8564 2.2438
H -0.9597 -0.1184 0.5276
O 1.3631 3.5126 1.2371
H 3.7307 -0.7205 0.2678
O -2.4898 1.5394 3.7995
O 0.2087 -0.6830 -3.5544
H -4.3535 0.4010 -1.9122
H 3.0907 1.3901 -3.5185
H 2.9572 -2.9881 -0.7572
H 2.9716 4.5152 -0.2611
O 3.7831 -1.6211 0.6322
H 1.8151 2.0094 -3.3900
H 0.9216 3.1320 2.0010
H 0.8988 -0.1326 -3.2008
O 2.0949 -1.2086 2.4878
O -1.3512 -0.7773 1.1242
O 3.3534 3.7808 -0.7431
H 0.0103 0.4877 1.9728
O -2.5494 -0.9455 -1.4166
O -3.9001 0.0116 1.7826
O -0.9774 -3.3730 -3.0915
H -0.6011 -1.3439 1.3225
```

Summary:
Molecular weight (g/mol): 251.202
Multiplicity: 2
Energy above the lowest of the compared OMol25 structures with the same formula, charge and spin (eV): 1.816
Charge: 0

***

Record 6
Formula: H28O14
Source: the OMol25 dataset
Level of theory: ωB97M-V/def2-TZVPD

XYZ file:
```
42
H28O14 (ωB97M-V/def2-TZVPD)
O 3.6964 0.1265 -1.1581
H 0.5437 3.3002 2.3575
H -2.8990 -1.1995 -1.0607
O -0.6048 -2.5768 0.3112
H -0.7034 4.0471 2.3622
H -1.2646 -3.0681 -0.1949
H -0.3981 -1.1366 -2.3319
O 4.1610 2.2352 0.7403
H 0.2916 -3.1645 -2.8928
H -0.6114 0.3408 1.1221
O -0.3640 3.1678 2.5393
H -2.1149 -2.2969 3.1895
O 2.1051 -1.7673 -0.4115
H -3.3624 -0.0654 -0.4673
H -3.5346 -0.3828 1.1448
H 1.2093 -2.0170 -0.0618
O -0.1699 0.8742 0.3868
H 4.7166 2.9092 0.9546
H 2.5615 -2.5663 -0.5432
O -2.5010 -0.4694 -0.6704
H 0.5010 -1.0120 -1.2611
O -3.5410 2.8502 -2.7238
H -1.3189 2.1203 -1.7724
O 3.1882 -0.1046 1.7056
O -2.7618 0.0599 1.5477
H -1.5587 1.0131 -0.8727
O 0.9753 -2.8975 -2.2337
H 4.0366 2.2460 -0.2337
H 3.9599 -0.6393 1.9124
H -2.9700 3.2961 -2.1061
H 0.7581 0.7447 0.6461
O 0.2935 -0.6089 -2.1116
H 4.4350 0.5789 -0.7802
H 3.0376 0.2223 2.5434
H -4.4403 3.2288 -2.4932
H -1.0268 -2.3936 1.1767
O -2.7978 -2.9555 3.0454
H 1.2042 -2.0626 -2.5895
H 3.5363 0.6004 -2.0538
O -1.5127 1.9621 -0.8229
H -3.2335 -2.6903 2.2139
H -2.6876 0.8793 0.9378
```

Summary:
Molecular weight (g/mol): 252.210
Energy above the lowest of the compared OMol25 structures with the same formula, charge and spin (eV): 6.829
Charge: 0